1.
DFT (ωB97M-V/def2-TZVPD) results for C16H30N8O in the gas phase.

Cartesian coordinates (Å):
O: -3.438 2.517 -0.971
N: -2.810 2.593 0.216
N: -1.048 0.093 -1.495
N: -2.896 1.606 -1.802
N: 0.935 0.119 1.566
N: -0.885 1.419 1.065
N: -1.401 -3.582 -1.546
N: 0.692 -1.238 -0.851
N: 3.220 1.695 1.617
C: 1.185 0.921 2.747
C: -2.233 -3.054 -2.619
C: -1.874 -3.168 -0.234
C: 3.645 3.756 0.213
C: 0.013 -3.460 -1.800
C: 4.476 1.744 2.345
C: -3.549 -3.817 -2.744
C: 3.294 2.267 0.283
C: -1.840 1.715 0.158
C: 4.544 0.674 3.430
C: 2.063 2.132 2.389
C: -1.161 -3.868 0.918
C: 0.592 -2.044 -2.043
C: -0.159 -0.225 -0.588
C: -1.895 1.079 -1.139
C: -0.045 0.489 0.700
H: 0.226 1.257 3.138
H: 1.801 -0.202 1.154
H: 1.451 2.817 1.799
H: 1.597 -2.155 -2.463
H: -1.721 -3.707 1.837
H: -1.108 -4.936 0.726
H: -3.355 -4.886 -2.777
H: 1.213 -1.634 -0.085
H: 2.326 2.105 -0.200
H: 3.831 0.875 4.225
H: 5.279 1.564 1.625
H: 0.553 -3.929 -0.975
H: 4.649 2.731 2.806
H: 4.043 1.695 -0.277
H: -1.680 -3.176 -3.553
H: -1.825 -2.076 -0.098
H: -0.154 -3.486 1.073
H: -4.054 -3.521 -3.660
H: -4.216 -3.610 -1.911
H: 1.682 0.277 3.474
H: 2.935 4.346 0.788
H: 3.614 4.091 -0.820
H: 4.644 3.937 0.604
H: 0.224 -4.044 -2.702
H: -2.437 -1.980 -2.483
H: 4.331 -0.305 3.007
H: 5.541 0.656 3.863
H: -2.929 -3.448 -0.190
H: -0.035 -1.494 -2.744
H: 2.361 2.651 3.306

SMILES = CCN(CC)CCNc1nc2nonc2nc1NCCN(CC)CC
Charge = 0
Relative energy (zero: lowest compared OMol25 entry of this formula, charge and spin) = 5.4 kcal/mol
E_LUMO = -0.16 eV
Molar mass = 350.5 g mol⁻¹



2.
DFT (ωB97M-V/def2-TZVPD) results for C3H2F7N in the gas phase.

Cartesian coordinates (Å):
F: 1.472 -1.745 -0.573
F: 0.369 1.486 1.494
F: 1.026 -1.124 1.435
F: -0.409 -2.259 0.311
F: 0.238 2.347 -0.463
F: 0.059 0.021 -1.689
F: 1.936 1.136 0.063
N: -1.616 0.005 0.024
C: 0.616 1.265 0.211
C: -0.106 0.020 -0.326
C: 0.508 -1.296 0.225
H: -2.027 0.896 -0.233
H: -2.065 -0.751 -0.477

SMILES = NC(F)(C(F)(F)F)C(F)(F)F
Charge = 0
Relative energy (zero: lowest compared OMol25 entry of this formula, charge and spin) = 0.0 kcal/mol
E_LUMO = 0.85 eV
Molar mass = 185.0 g mol⁻¹